# 1
ORCA calculation (the ωB97M-V functional and the def2-TZVPD basis) on 10 unconnected molecules or ions with the total composition C5H30NO10.

```
! RIJCOSX wB97M-V def2-TZVPD def2/J DEFGRID3
* xyz 1 1
C -0.62 1.28 -2.85
O -1.39 2.43 -2.31
C 0.36 1.02 -1.66
C -0.24 -0.19 -0.84
C -0.56 0.28 0.54
C -1.79 0.68 0.95
N 0.48 0.14 1.55
H -1.28 0.46 -3.08
H 0.03 1.52 -3.75
H -1.86 2.65 -3.17
H 0.13 1.96 -0.98
H 1.34 0.72 -1.97
H -1.14 -0.59 -1.22
H 0.62 -0.93 -0.77
H -2.61 0.56 0.27
H -2.10 0.87 1.99
H 1.34 0.72 1.51
H 0.78 -0.81 1.66
H 0.06 0.53 2.43
H 3.41 -2.08 0.35
H 3.01 -3.58 -0.05
O 2.79 -2.79 0.41
H -3.19 -2.80 0.01
H -2.41 -3.53 -1.21
O -2.33 -3.01 -0.39
H -3.49 1.83 -1.82
H -4.69 1.19 -1.41
O -3.91 0.98 -1.96
H 1.96 3.21 0.42
H 3.23 3.10 1.28
O 2.59 2.56 0.80
H 0.14 -4.04 2.90
H 1.23 -3.33 2.07
O 0.75 -3.29 2.90
H -0.10 3.50 -0.10
H 0.65 3.77 -1.41
O 0.68 3.94 -0.45
H 3.32 0.64 1.74
H 2.98 -0.91 2.06
O 3.06 -0.20 1.41
H -2.84 -0.86 -2.37
H -2.99 -2.18 -3.06
O -2.36 -1.71 -2.53
H 1.07 -1.49 3.86
H 2.61 -1.75 3.97
O 1.92 -1.10 3.67
*
```

As for the total energy: -27629.192 eV. The orbital gap comes out at 10.51 eV. The value obtained for the relative energy (zero: lowest compared OMol25 entry of this formula, charge and spin) is 4.101 eV.

=====

# 2
ORCA calculation (the ωB97M-V functional and the def2-TZVPD basis) on 9 unconnected molecules or ions with the total composition C32H65Br16N2O.

```
! RIJCOSX wB97M-V def2-TZVPD def2/J DEFGRID3
* xyz 1 1
C 6.32 -2.13 2.32
C 6.82 -3.30 1.43
C 7.52 -2.85 0.12
C 6.52 -2.40 -0.98
C 6.18 -0.88 -0.99
C 4.80 -0.59 -0.33
C 4.17 0.73 -0.83
C 2.62 0.73 -0.67
C 2.15 1.40 0.65
C 1.35 0.37 1.49
C -0.11 0.25 1.02
C -0.92 -0.72 1.90
C -1.99 -1.52 1.14
C -1.36 -2.64 0.24
C -1.38 -2.25 -1.24
N -1.11 -3.38 -2.22
N -0.97 -4.68 -1.63
C 0.21 -5.03 -1.46
O 1.29 -5.16 -1.08
H 6.80 -1.17 2.09
H 5.24 -2.04 2.22
H 6.55 -2.36 3.36
H 7.49 -3.93 2.03
H 5.95 -3.91 1.14
H 8.06 -3.72 -0.28
H 8.24 -2.05 0.35
H 5.58 -2.96 -0.88
H 6.98 -2.66 -1.94
H 6.96 -0.32 -0.44
H 6.16 -0.54 -2.03
H 4.96 -0.48 0.75
H 4.15 -1.44 -0.56
H 4.64 1.60 -0.35
H 4.39 0.80 -1.90
H 2.19 1.19 -1.57
H 2.32 -0.33 -0.63
H 3.03 1.67 1.25
H 1.52 2.29 0.49
H 1.38 0.68 2.55
H 1.86 -0.60 1.44
H -0.54 1.26 0.99
H -0.06 -0.10 -0.03
H -1.45 -0.11 2.65
H -0.28 -1.40 2.48
H -2.60 -2.03 1.89
H -2.61 -0.86 0.50
H -0.30 -2.76 0.54
H -1.88 -3.57 0.47
H -2.31 -1.76 -1.52
H -0.58 -1.52 -1.40
H -0.29 -3.15 -2.80
H -1.90 -3.42 -2.88
Br -5.44 1.37 1.87
C -5.98 0.00 0.60
C -6.75 -1.11 1.27
Br -5.59 -2.32 2.26
H -5.08 -0.35 0.11
H -6.61 0.51 -0.12
H -7.24 -1.74 0.52
H -7.50 -0.75 1.97
Br -1.09 4.04 -1.34
C -2.92 3.61 -1.85
C -3.53 2.62 -0.89
Br -2.86 0.81 -1.20
H -2.89 3.24 -2.87
H -3.46 4.55 -1.81
H -4.61 2.56 -1.03
H -3.33 2.86 0.15
Br -5.06 -4.21 -2.36
C -5.31 -2.31 -2.67
C -5.00 -1.94 -4.10
Br -3.08 -1.92 -4.41
H -4.68 -1.79 -1.96
H -6.36 -2.10 -2.44
H -5.34 -0.92 -4.31
H -5.43 -2.62 -4.83
Br 1.67 -3.79 3.76
C 2.57 -4.41 2.15
C 3.24 -5.74 2.36
Br 4.89 -5.56 3.37
H 3.27 -3.63 1.86
H 1.79 -4.49 1.40
H 3.54 -6.17 1.40
H 2.62 -6.45 2.89
Br -10.50 3.28 1.61
C -9.08 3.80 2.84
C -8.40 5.07 2.41
Br -7.19 4.74 0.92
H -8.40 2.96 2.91
H -9.57 3.95 3.80
H -7.77 5.46 3.21
H -9.09 5.84 2.08
Br 4.05 4.27 1.59
C 5.92 4.80 1.58
C 6.67 4.11 0.48
Br 7.04 2.25 0.93
H 6.32 4.58 2.57
H 5.91 5.88 1.43
H 7.65 4.57 0.33
H 6.13 4.11 -0.47
Br -5.22 8.13 4.46
C -3.84 8.04 3.09
C -4.18 7.02 2.04
Br -3.86 5.21 2.67
H -2.91 7.84 3.60
H -3.81 9.04 2.66
H -3.53 7.14 1.17
H -5.22 7.07 1.72
Br 0.17 -1.07 -4.41
C 1.20 -1.53 -6.01
C 1.90 -2.85 -5.85
Br 3.46 -2.70 -4.70
H 1.88 -0.71 -6.19
H 0.47 -1.58 -6.81
H 2.28 -3.20 -6.81
H 1.27 -3.62 -5.41
*
```

As for the total energy: -1159939.331 eV. The orbital gap comes out at 8.28 eV.

=====

# 3
ORCA calculation (the ωB97M-V functional and the def2-TZVPD basis) on C3H4N2OS in the gas phase.

```
! RIJCOSX wB97M-V def2-TZVPD def2/J DEFGRID3
* xyz 0 1
C -2.10 -0.28 0.59
N -0.94 0.02 -0.19
O -1.28 0.85 -1.26
C 0.39 -0.05 0.07
S 1.50 0.65 -0.98
C 0.61 -0.89 1.22
N 1.03 -1.39 2.18
H -1.90 -1.01 1.35
H -2.79 -0.84 -0.10
H -2.58 0.64 0.88
H -0.37 0.91 -1.67
*
```

As for the total energy: -19036.155 eV. The structure (SMILES) is CN(O)C(=S)C#N. The orbital gap comes out at 8.69 eV. The value obtained for the relative energy (zero: lowest compared OMol25 entry of this formula, charge and spin) is 2.894 eV.

=====

# 4
ORCA calculation (the ωB97M-V functional and the def2-TZVPD basis) on a gas-phase ion, C10H14NOS (charge +1).

```
! RIJCOSX wB97M-V def2-TZVPD def2/J DEFGRID3
* xyz 1 1
C -1.42 -2.44 -0.79
N -0.50 -1.32 -0.99
C -0.34 -0.74 -2.39
C -0.66 -0.35 0.02
C -1.84 0.30 0.25
C -1.56 1.30 1.22
C -0.26 1.32 1.52
S 0.67 1.89 2.92
C 1.57 0.39 2.78
C 1.58 -0.24 1.61
C 0.54 0.40 0.67
C 1.65 1.55 -0.03
O 1.29 2.05 -1.31
H -2.30 -2.03 -0.54
H -1.39 -3.05 -1.80
H -1.16 -2.95 0.16
H 0.45 -1.78 -0.99
H -0.10 0.24 -2.29
H 0.39 -1.19 -2.87
H -1.37 -0.84 -2.90
H -2.80 0.09 -0.13
H -2.34 2.00 1.72
H 2.27 0.11 3.65
H 2.12 -1.03 1.21
H 2.75 1.10 -0.15
H 1.79 2.31 0.67
H 0.97 2.91 -1.23
*
```

As for the total energy: -24958.644 eV. The structure (SMILES) is C[NH+](C)C1=CC=C2SC=C[C@]21CO. The orbital gap comes out at 7.94 eV. The value obtained for the relative energy (zero: lowest compared OMol25 entry of this formula, charge and spin) is 2.494 eV.